# 1
{"formula": "C42H50F4N11O3RbS2", "method": "ωB97M-V/def2-TZVPD", "species": ["Rb", "C", "N", "C", "C", "C", "N", "C", "C", "F", "C", "F", "C", "C", "F", "C", "F", "H", "H", "H", "H", "H", "H", "H", "H", "H", "H", "H", "N", "C", "C", "C", "C", "N", "C", "N", "N", "C", "O", "O", "H", "H", "H", "H", "H", "H", "H", "H", "H", "H", "H", "H", "H", "H", "C", "C", "C", "C", "N", "C", "C", "C", "C", "C", "C", "N", "H", "H", "H", "H", "H", "H", "H", "H", "O", "S", "C", "C", "C", "C", "C", "C", "C", "C", "C", "C", "C", "C", "H", "H", "H", "H", "H", "H", "H", "H", "H", "H", "C", "C", "C", "N", "N", "C", "N", "S", "H", "H", "H", "H", "H", "H", "H"], "coordinates": [[0.16491, 0.58049, -0.46389], [-2.97886, -2.83120, 1.24782], [-1.81148, -3.48505, 0.66487], [-1.91458, -4.92699, 0.84221], [-1.72205, -3.11288, -0.75352], [-0.46080, -3.52478, -1.51019], [0.51320, -2.44567, -1.47902], [1.52288, -2.47998, -2.34607], [2.39260, -1.35206, -2.44044], [2.16300, -0.32628, -1.57161], [3.42158, -1.21774, -3.32995], [4.15017, -0.07669, -3.30314], [3.73608, -2.20578, -4.24353], [2.94598, -3.34049, -4.17322], [3.20251, -4.35442, -5.01873], [1.91295, -3.49514, -3.27710], [1.27280, -4.69351, -3.29784], [-3.91017, -3.14310, 0.74682], [-2.88963, -1.74685, 1.16406], [-3.07510, -3.09336, 2.30419], [-1.02157, -5.42552, 0.47061], [-2.78915, -5.34279, 0.31683], [-2.01394, -5.15608, 1.90560], [-1.78264, -2.02310, -0.80167], [-2.60820, -3.51754, -1.27524], [-0.78672, -3.73412, -2.53507], [-0.05926, -4.46873, -1.12450], [4.53923, -2.10670, -4.95699], [-0.46008, -0.14463, 2.93850], [-1.53357, -0.86131, 3.62531], [-1.21904, -1.08277, 5.08602], [0.08867, -1.84891, 5.30252], [0.07255, -3.27787, 4.74052], [0.13643, -3.38536, 3.27349], [1.20409, -3.05692, 2.53784], [1.05460, -2.74477, 1.26226], [2.42350, -3.10537, 3.08623], [-2.90291, -0.13023, 3.37055], [-3.82904, -0.40923, 4.13985], [-2.88703, 0.65948, 2.38483], [0.14391, -0.76529, 2.41190], [-0.98410, 0.42785, 2.27143], [-1.70692, -1.84374, 3.16702], [-2.05476, -1.62140, 5.53727], [-1.15239, -0.11425, 5.59141], [0.26821, -1.92600, 6.37801], [0.92638, -1.28572, 4.87376], [-0.85089, -3.76964, 5.04190], [0.89060, -3.86892, 5.16021], [-0.74712, -3.33344, 2.78856], [0.14245, -2.74116, 0.81025], [1.84599, -2.46822, 0.69879], [2.49831, -3.14088, 4.08719], [3.16179, -2.61196, 2.60815], [3.25507, 2.97549, -2.23727], [2.27734, 3.85271, -2.67428], [1.27853, 4.23659, -1.79486], [1.28319, 3.71557, -0.50436], [2.21207, 2.85366, -0.08407], [3.17879, 2.51067, -0.93340], [0.18990, 4.07609, 0.44299], [-0.21093, 5.40014, 0.58315], [-1.27601, 5.69092, 1.42093], [-1.91230, 4.65019, 2.07518], [-1.44214, 3.35720, 1.88541], [-0.40020, 3.07288, 1.09966], [4.05041, 2.64202, -2.88909], [2.28243, 4.22319, -3.69165], [0.48516, 4.90277, -2.10543], [3.92126, 1.81854, -0.55284], [0.31313, 6.18419, 0.05134], [-1.60334, 6.71470, 1.55455], [-2.76338, 4.82499, 2.72071], [-1.93740, 2.50972, 2.35275], [-1.23800, 1.97944, -2.25569], [-2.15742, 0.81888, -2.45534], [-3.18932, 1.24005, -3.86572], [-3.23263, 2.55306, -4.29796], [-4.02316, 2.87434, -5.39122], [-4.74865, 1.88431, -6.04204], [-4.68574, 0.56772, -5.60377], [-3.89613, 0.23833, -4.51268], [-3.45575, 0.98817, -1.22366], [-3.63331, 2.21231, -0.60244], [-4.62017, 2.33345, 0.36275], [-5.39990, 1.23871, 0.70598], [-5.20714, 0.01695, 0.07853], [-4.22518, -0.11645, -0.88950], [-2.64342, 3.30131, -3.78047], [-4.07005, 3.89865, -5.73835], [-5.35794, 2.13794, -6.90010], [-5.24331, -0.20319, -6.12014], [-3.83053, -0.78860, -4.16914], [-2.99389, 3.04649, -0.86930], [-4.75970, 3.28103, 0.86790], [-6.13734, 1.32558, 1.49270], [-5.80308, -0.83941, 0.36709], [-4.05383, -1.07205, -1.37558], [6.96755, -0.90365, 1.68890], [6.16423, 0.24687, 1.07783], [4.84140, 0.44013, 1.75882], [3.91827, -0.44978, 1.82495], [2.77392, -0.05751, 2.48075], [2.85299, 1.17647, 2.92403], [1.91330, 1.77774, 3.67656], [4.39033, 1.92435, 2.55190], [7.93190, -1.00034, 1.18817], [6.42721, -1.84305, 1.57636], [7.14832, -0.73144, 2.75148], [5.97895, 0.03478, 0.02206], [6.73428, 1.17493, 1.13298], [0.99320, 1.30138, 3.65578], [1.91407, 2.78261, 3.70710]], "mulliken_charge": [0.7001, -1.0637, 0.9326, -1.3672, 0.1261, -1.5617, 0.1230, -0.1662, -0.2617, 0.6271, -0.1266, -0.2879, -0.7141, -0.0365, -0.3335, 0.5442, -0.3507, 0.3860, -0.1611, 0.4693, 0.3435, 0.4179, 0.3286, -0.5291, 0.6696, 0.6903, 0.2623, 0.5236, 1.7732, 3.0537, -1.2497, -0.1158, -1.2573, 0.1410, 0.6860, 0.2461, -0.3849, -0.0261, -0.8616, -0.2688, -0.8973, -0.5951, -2.0294, 0.3308, 0.3861, 0.4780, -0.0245, 0.4495, 0.4582, -0.4183, -0.1660, 0.1437, 0.3162, 0.0940, -0.7258, -0.9071, -0.6696, 0.2947, 0.0886, 0.1640, 0.1722, -0.5525, -0.7817, -0.8046, -0.6209, 0.8820, 0.4639, 0.4251, 0.4571, 0.0815, 0.5854, 0.4192, 0.5657, 0.4423, -0.4853, 0.3886, 0.2064, -0.1656, -0.7964, -0.4687, -0.7456, -0.2181, 0.9688, -0.5245, -0.5560, -0.5904, -0.5608, -0.3515, 0.3415, 0.4069, 0.3836, 0.3979, 0.3870, 0.3301, 0.3782, 0.3877, 0.3510, 0.2099, -1.2882, -0.1356, 0.0268, -0.6455, 0.3247, 0.1192, -0.3527, -0.2147, 0.3975, 0.2830, 0.3294, 0.1725, 0.4319, 0.1607, 0.2906], "lumo_ev": 0.164, "homo_lumo_gap_ev": 6.56, "relative_energy_kcal_mol": 32.1}

---

# 2
{"formula": "C42H50MnN2O4Se", "method": "ωB97M-V/def2-TZVPD", "species": ["Mn", "C", "C", "C", "C", "C", "C", "C", "Se", "C", "C", "C", "C", "C", "C", "O", "C", "C", "C", "C", "C", "C", "C", "C", "C", "O", "C", "C", "C", "C", "C", "C", "H", "H", "H", "H", "H", "H", "H", "H", "H", "H", "H", "H", "H", "H", "H", "H", "H", "H", "H", "H", "H", "H", "H", "H", "H", "H", "H", "H", "H", "H", "H", "H", "H", "H", "H", "H", "H", "H", "H", "H", "O", "C", "C", "C", "C", "C", "C", "C", "N", "N", "C", "O", "C", "C", "C", "C", "C", "C", "H", "H", "H", "H", "H", "H", "H", "H", "H", "H"], "coordinates": [[1.83962, -0.50273, -1.23920], [-4.37223, 4.05654, -0.50166], [-3.00598, 4.45890, -1.07703], [-2.36256, 5.46232, -0.12041], [-3.20953, 5.14321, -2.43694], [-2.13670, 3.21425, -1.26340], [-0.87507, 3.08215, -0.71305], [-0.15720, 1.91566, -0.93455], [1.51515, 1.63315, -0.03842], [0.83446, 0.70877, 1.49841], [0.44478, 1.42277, 2.61638], [-0.11019, 0.75354, 3.69630], [-0.22917, -0.63301, 3.58252], [0.15976, -1.37484, 2.46947], [0.70806, -0.67661, 1.37937], [1.11702, -1.31861, 0.28906], [0.00421, -2.89911, 2.40901], [-0.95717, -3.27204, 1.26834], [-0.56632, -3.47146, 3.70864], [1.37331, -3.55875, 2.16341], [-0.58542, 1.53545, 4.92331], [-1.05331, 0.60793, 6.04564], [0.55669, 2.40441, 5.46790], [-1.75978, 2.43995, 4.51816], [-0.62424, 0.85155, -1.70127], [0.11975, -0.24225, -1.87813], [-1.90932, 0.96801, -2.27281], [-2.60850, 2.14182, -2.02909], [-2.50367, -0.16928, -3.11275], [-1.61345, -0.44031, -4.33579], [-3.90368, 0.17166, -3.62841], [-2.61529, -1.44096, -2.25397], [-4.96839, 4.94784, -0.28720], [-4.24881, 3.49286, 0.42646], [-4.94011, 3.43796, -1.20022], [-3.02738, 6.31866, 0.00980], [-1.41129, 5.83709, -0.50744], [-2.18789, 5.01923, 0.86415], [-3.83249, 6.03627, -2.32778], [-3.69922, 4.47221, -3.14652], [-2.24885, 5.44233, -2.86347], [-0.43620, 3.86046, -0.09982], [0.57032, 2.50096, 2.62447], [-0.65266, -1.17317, 4.41544], [-1.95361, -2.86296, 1.45691], [-1.04183, -4.36050, 1.19677], [-0.60226, -2.89119, 0.31176], [-1.56383, -3.08006, 3.92626], [0.08502, -3.26916, 4.56322], [-0.65118, -4.55537, 3.60576], [1.76629, -3.29859, 1.18053], [1.27447, -4.64759, 2.21230], [2.09774, -3.24707, 2.92118], [-0.26097, -0.08002, 6.35317], [-1.92582, 0.02093, 5.74741], [-1.33683, 1.20474, 6.91590], [1.41683, 1.78612, 5.73761], [0.22678, 2.94405, 6.36043], [0.88837, 3.14443, 4.73600], [-2.58903, 1.84198, 4.13142], [-1.46297, 3.14688, 3.73890], [-2.11823, 3.01248, 5.37949], [-3.59531, 2.23590, -2.46259], [-1.48475, 0.46953, -4.92890], [-2.07843, -1.20086, -4.97189], [-0.62859, -0.79724, -4.03944], [-3.89646, 1.05271, -4.27571], [-4.60945, 0.34113, -2.81060], [-4.27526, -0.66973, -4.21806], [-1.64347, -1.75270, -1.87492], [-3.03309, -2.25714, -2.85301], [-3.27936, -1.26956, -1.40206], [2.42368, 0.35872, -2.79900], [2.01166, -0.06674, -3.97669], [1.80766, 0.86616, -5.00515], [1.38333, 0.45976, -6.24802], [1.16843, -0.89609, -6.53832], [1.40121, -1.82605, -5.55986], [1.80171, -1.43712, -4.26904], [2.20554, -2.42761, -3.31504], [2.35280, -2.14829, -2.07499], [3.12545, -2.94742, -1.23649], [3.71452, -2.14883, -0.39881], [3.53312, -0.84180, -0.42133], [4.61520, -2.71700, 0.62353], [5.03456, -1.91734, 1.68268], [5.84702, -2.45048, 2.67366], [6.24126, -3.78081, 2.60669], [5.82194, -4.57741, 1.54816], [5.00983, -4.04900, 0.55807], [1.97326, 1.91085, -4.77482], [1.21216, 1.20508, -7.01634], [0.84153, -1.20256, -7.52260], [1.26614, -2.88312, -5.76555], [2.49581, -3.42227, -3.64173], [4.71173, -0.88574, 1.72192], [6.16850, -1.82666, 3.49843], [6.87477, -4.19787, 3.37880], [6.12969, -5.61455, 1.49492], [4.67169, -4.66178, -0.26785]], "mulliken_charge": [-0.5863, -1.6044, 1.9676, -2.0025, -1.6214, -0.3387, -0.5167, 0.1939, 0.0748, 0.3562, -0.5390, -0.6435, 0.0317, -0.4921, 0.3668, -0.0036, 2.5168, -1.6058, -2.5406, -1.5584, 2.2000, -2.1781, -1.7017, -1.5788, 0.5312, -0.4161, -0.3863, -0.1191, 2.4103, -1.4016, -2.4931, -1.6575, 0.4734, 0.3385, 0.3198, 0.4365, 0.3672, 0.2834, 0.4631, 0.3003, 0.3380, 0.5097, 0.4304, 0.5785, 0.3484, 0.4943, 0.0601, 0.4387, 0.4485, 0.4576, -0.0046, 0.5225, 0.3690, 0.4315, 0.3793, 0.4430, 0.3648, 0.4638, 0.3112, 0.3498, 0.3026, 0.4473, 0.4423, 0.3866, 0.5460, -0.0744, 0.4201, 0.4438, 0.4417, 0.0374, 0.4817, 0.3720, -0.8543, 1.2252, -0.5016, -0.5009, -0.7432, -0.2174, 0.2041, -0.5928, 0.8775, -0.9457, 0.7905, -0.7293, 0.2816, -0.3893, -0.7652, -0.3538, -0.7157, -0.0929, 0.4898, 0.4077, 0.4047, 0.4051, 0.5717, 0.4674, 0.4024, 0.3987, 0.3925, 0.4554], "lumo_ev": [-1.493, -0.906], "homo_lumo_gap_ev": [6.34, 6.85], "spin_multiplicity": 4}

---

no.,F_max (Eh/bohr)
1,0.02308
2,0.01420